1.
{
  "formula": "C28H46NP3V",
  "method": "the ωB97M-V functional and the def2-TZVPD basis",
  "multiplicity": 3,
  "charge": 1,
  "gap_ev": [5.88, 6.52],
  "elements": ["C", "C", "C", "C", "C", "C", "C", "C", "C", "C", "C", "C", "C", "H", "H", "H", "H", "H", "H", "H", "N", "V", "C", "H", "H", "C", "H", "H", "P", "P", "C", "H", "H", "H", "C", "H", "H", "H", "C", "H", "H", "H", "C", "H", "H", "H", "H", "H", "C", "C", "C", "P", "C", "C", "C", "C", "C", "C", "H", "H", "H", "H", "H", "H", "H", "H", "H", "H", "H", "H", "H", "H", "H", "H", "H", "H", "H", "H", "H"],
  "coordinates": [[-2.82115, 2.53791, -3.23884], [-1.72074, 2.08678, -2.50696], [-1.70873, 2.25764, -1.09670], [-2.74880, 2.99654, -0.47854], [-3.87703, 3.35432, -1.22718], [-3.91272, 3.12811, -2.60061], [-2.60674, 3.42013, 0.91990], [-1.20837, 3.52345, 1.35211], [-0.20108, 2.82470, 0.64261], [1.16637, 3.16352, 0.83621], [1.49900, 4.00926, 1.89496], [0.51023, 4.55676, 2.71304], [-0.83519, 4.33605, 2.42702], [-2.80668, 2.42417, -4.32481], [-4.70618, 3.84975, -0.71747], [-4.78397, 3.42048, -3.18240], [-3.13555, 4.36557, 1.09775], [2.55539, 4.24624, 2.06179], [0.79544, 5.17155, 3.56501], [-1.62374, 4.81330, 3.01635], [-0.59114, 1.86746, -0.32269], [0.40274, 0.23658, -0.49806], [-0.52520, 1.47405, -3.21832], [0.38220, 2.08842, -3.07615], [-0.72347, 1.39276, -4.29349], [2.24240, 2.65725, -0.11720], [1.99451, 2.89274, -1.16832], [3.20307, 3.12620, 0.12668], [-0.15678, -0.24900, -2.61868], [2.51080, 0.80823, 0.01386], [3.27164, 0.72481, 1.67599], [3.46620, -0.32219, 1.93311], [4.21670, 1.28425, 1.68420], [2.59781, 1.14961, 2.43020], [3.93528, 0.50718, -1.07097], [4.84342, 0.93250, -0.62310], [4.05148, -0.57849, -1.18432], [3.75691, 0.95127, -2.05839], [-1.78931, -1.04026, -2.92207], [-1.97638, -1.08266, -4.00294], [-1.80699, -2.05195, -2.50377], [-2.58268, -0.45609, -2.43989], [0.86530, -0.92132, -3.96000], [0.95952, -2.00756, -3.84312], [0.39275, -0.69239, -4.92508], [1.86592, -0.47214, -3.92253], [-3.36658, 2.61864, 1.76472], [-3.86791, 2.13795, 2.24023], [1.24930, -1.64438, 3.18416], [1.47723, -2.31700, 1.82194], [1.69839, -3.82023, 2.00148], [0.19697, -1.83905, 0.53482], [0.37556, -3.09836, -0.85471], [1.84514, -3.30572, -1.25829], [-0.35898, -4.42455, -0.64366], [-1.46887, -2.08274, 1.32901], [-1.64054, -3.35086, 2.17966], [-1.85422, -0.84387, 2.14264], [0.42025, -2.10353, 3.73882], [1.07196, -0.56319, 3.10867], [2.15551, -1.78135, 3.79605], [2.39636, -1.89016, 1.38413], [0.76219, -4.36078, 2.18588], [2.20985, -4.27675, 1.14896], [2.33765, -3.97625, 2.88278], [-0.13357, -2.60132, -1.70301], [2.22450, -4.26998, -0.89336], [1.92615, -3.32496, -2.35473], [2.51666, -2.50819, -0.90388], [-1.42870, -4.28087, -0.44896], [-0.27546, -5.02217, -1.56459], [0.08309, -5.01695, 0.16851], [-2.14383, -2.15749, 0.45845], [-0.98641, -3.35461, 3.05938], [-2.67593, -3.37418, 2.55105], [-1.48846, -4.27923, 1.62066], [-1.89089, 0.06834, 1.52925], [-2.85225, -0.99158, 2.57807], [-1.15064, -0.67014, 2.96768]],
  "atomic_forces_ev_per_a": [[0.1408, -0.2080, 0.1572], [0.1233, -0.0400, 0.4742], [-0.2809, 0.5133, -0.4018], [-0.0765, -0.5342, -0.0418], [0.1044, 0.0280, -0.3526], [-0.0968, -0.0232, 0.2074], [1.4101, 1.5796, -1.5946], [0.2437, -0.4325, 0.2680], [0.0869, 0.2886, 0.2818], [-0.4532, -0.3475, -0.1110], [0.0825, -0.0885, -0.1084], [-0.2026, -0.0380, 0.1344], [0.2718, 0.2311, 0.0430], [-0.0942, 0.0324, 0.3003], [0.2262, -0.0892, -0.2156], [0.1888, -0.0003, 0.1255], [-0.2103, -0.5387, 0.3234], [-0.4168, -0.0165, -0.0040], [-0.0878, -0.0765, -0.2353], [0.3320, -0.0947, -0.1634], [0.4041, 0.6192, -0.6433], [-1.8372, 0.9770, 1.3145], [-0.0769, -0.0954, 0.1019], [-0.2997, -0.2048, -0.0366], [0.0109, 0.1526, 0.1216], [0.0380, -0.2698, 0.1978], [0.0349, -0.1014, 0.4075], [-0.1503, 0.0662, -0.0655], [-0.6030, 0.6148, -2.1447], [1.5594, 1.5852, -0.0346], [0.0530, -0.1665, 0.1096], [0.1135, 0.2973, 0.0735], [-0.2197, -0.1375, 0.0175], [0.1091, -0.0806, -0.2012], [0.2521, -0.0908, 0.0143], [-0.1344, -0.1381, -0.2451], [0.1507, 0.2523, -0.0657], [0.0217, -0.1357, 0.2318], [0.0346, -0.0676, 0.1013], [-0.0309, -0.0203, 0.2516], [-0.1156, 0.1312, -0.2205], [0.1838, -0.0748, -0.1111], [0.1168, -0.1061, -0.1827], [0.0190, 0.2204, -0.1326], [0.1703, -0.1564, 0.1776], [-0.2385, -0.1275, -0.0276], [-0.5430, -0.7693, 0.6130], [-0.1247, -0.1584, 0.1888], [0.2121, 0.1211, 0.1278], [0.0253, 0.0675, -0.3547], [0.0746, -0.2769, 0.2595], [-0.0022, -2.0739, 1.3711], [-0.4234, 0.1759, 0.0860], [0.1916, -0.0018, -0.2841], [0.0671, -0.3123, -0.2333], [0.0160, -0.2995, -0.2960], [-0.3180, -0.1181, 0.1087], [-0.0953, 0.2855, 0.0600], [0.2470, 0.1941, -0.2080], [-0.0298, -0.2567, -0.0094], [-0.2642, 0.0431, -0.1827], [-0.2410, -0.2108, 0.2003], [0.3119, 0.1355, -0.0398], [-0.1861, 0.0999, 0.2032], [-0.1146, 0.0063, -0.2168], [0.3137, -0.2793, 0.5341], [-0.0717, 0.3569, -0.0720], [0.0486, -0.0690, 0.3174], [-0.1654, -0.2143, -0.0785], [0.2756, -0.0412, -0.0635], [-0.0115, 0.1266, 0.2224], [-0.1786, 0.1849, -0.2380], [0.0447, 0.0501, 0.2063], [-0.1997, 0.0079, -0.2636], [0.2499, 0.0269, -0.0641], [0.0443, 0.2731, 0.2053], [0.0310, -0.1967, 0.1219], [0.2416, 0.0656, -0.1005], [-0.2832, -0.0305, -0.2167]]
}


2.
{
  "formula": "C28H46O12",
  "method": "the ωB97M-V functional and the def2-TZVPD basis",
  "e_above_lowest_ev": 0.000,
  "multiplicity": 1,
  "charge": 0,
  "gap_ev": 10.21,
  "smiles": "COCCCCCCCC[C@@H]1COC(=O)O1.O=C1CCCO1.O=C1CCCO1.O=C1CCCO1.O=C1CCCO1",
  "elements": ["C", "O", "C", "C", "C", "C", "C", "C", "C", "C", "C", "C", "O", "C", "O", "O", "H", "H", "H", "H", "H", "H", "H", "H", "H", "H", "H", "H", "H", "H", "H", "H", "H", "H", "H", "H", "H", "H", "O", "C", "O", "C", "C", "C", "H", "H", "H", "H", "H", "H", "O", "C", "O", "C", "C", "C", "H", "H", "H", "H", "H", "H", "O", "C", "O", "C", "C", "C", "H", "H", "H", "H", "H", "H", "O", "C", "O", "C", "C", "C", "H", "H", "H", "H", "H", "H"],
  "coordinates": [[-0.20834, -0.20526, 5.93943], [0.73522, -1.16805, 5.51818], [1.31646, -0.79183, 4.25590], [0.79694, -1.67042, 3.11272], [0.38546, -0.91477, 1.84365], [-0.65786, 0.19253, 2.04866], [-0.77168, 1.05177, 0.75658], [-0.94998, 2.55280, 0.98319], [0.02249, 3.20578, 1.98246], [1.45902, 2.65714, 1.99517], [2.10629, 2.49357, 0.63540], [3.57631, 2.86959, 0.45440], [3.64631, 2.80761, -0.99149], [2.38120, 2.69570, -1.46779], [2.05539, 2.24753, -2.45157], [1.57414, 3.20094, -0.47558], [0.25427, 0.76863, 6.11340], [-0.59102, -0.54738, 6.89770], [-1.04100, -0.11697, 5.23836], [1.11220, 0.26781, 4.10582], [2.39305, -0.90336, 4.35297], [1.61749, -2.31884, 2.83408], [0.01923, -2.32025, 3.50597], [-0.07182, -1.63653, 1.16825], [1.26994, -0.53252, 1.33370], [-1.62418, -0.28758, 2.18997], [-0.46216, 0.80111, 2.92542], [-1.63834, 0.70570, 0.19785], [0.07957, 0.82896, 0.11767], [-0.86545, 3.10604, 0.05295], [-1.97464, 2.70975, 1.32017], [0.04372, 4.28421, 1.88759], [-0.38183, 3.02257, 2.97918], [1.54695, 1.71502, 2.52337], [2.06381, 3.37534, 2.55103], [2.13999, 1.42572, 0.37869], [3.82009, 3.91180, 0.64313], [4.22975, 2.18806, 0.98780], [1.86222, -4.02115, 4.47011], [1.04135, -4.75273, 4.93778], [0.67633, -5.92898, 4.36233], [-0.40448, -6.52131, 5.10104], [-0.32161, -5.90987, 6.49130], [0.22886, -4.51773, 6.19489], [-1.34240, -6.27898, 4.59588], [-0.28074, -7.60208, 5.11192], [-1.27522, -5.90795, 7.01680], [0.39499, -6.46636, 7.09815], [-0.56226, -3.80093, 5.97064], [0.85840, -4.14157, 6.99573], [-2.64879, -0.63658, -5.62262], [-1.54180, -0.35639, -5.25897], [-1.29082, 0.41276, -4.17287], [0.12665, 0.65858, -4.05839], [0.78821, -0.46897, -4.83441], [-0.23751, -0.74763, -5.92754], [0.34337, 1.63986, -4.48298], [0.40715, 0.66202, -3.01218], [1.77590, -0.21095, -5.20815], [0.89160, -1.34875, -4.19709], [-0.08767, -0.11112, -6.80132], [-0.25097, -1.79337, -6.21921], [3.82376, -2.79767, -5.98964], [3.55050, -2.30157, -7.04174], [2.31582, -1.80865, -7.33101], [2.26801, -1.37928, -8.70266], [3.71604, -1.12793, -9.09403], [4.45907, -2.15607, -8.24694], [1.80719, -2.17134, -9.29691], [1.65630, -0.48246, -8.77698], [3.89355, -1.22170, -10.16395], [4.01166, -0.12181, -8.79151], [4.53382, -3.12239, -8.74757], [5.44418, -1.80987, -7.94753], [-3.81899, 5.42464, 1.80782], [-4.68971, 4.65053, 1.53957], [-4.80368, 3.42277, 2.10992], [-5.88175, 2.69566, 1.49636], [-6.78408, 3.75708, 0.88535], [-5.78440, 4.84660, 0.50884], [-5.46195, 2.02408, 0.74404], [-6.38933, 2.10180, 2.25336], [-7.37486, 3.38802, 0.04879], [-7.47333, 4.13706, 1.64155], [-5.36307, 4.68871, -0.48492], [-6.21251, 5.84206, 0.58461]],
  "atomic_forces_ev_per_a": [[0.0605, -0.4710, 0.4232], [0.1189, 0.4484, -0.3414], [-0.2174, -0.3842, 0.4377], [0.5422, 0.4724, -0.3089], [-0.6595, -0.0904, 0.7124], [0.0090, -0.1116, -1.0587], [-0.1495, -0.0222, 0.4507], [0.1255, 0.3067, -0.0096], [-0.2872, -0.9361, 0.4816], [0.0780, 1.2252, -0.4154], [1.4054, -0.3882, 0.5947], [-0.5934, 0.8265, -0.3332], [0.9694, -1.2490, -0.2567], [1.8800, 2.8646, 5.5678], [-1.5373, -1.8539, -5.4244], [-1.4595, -0.5354, -0.3367], [0.0306, 0.1511, -0.1743], [-0.1499, -0.0448, 0.0701], [-0.0608, 0.1194, -0.1055], [0.0163, 0.1029, -0.1756], [0.1373, -0.0598, 0.0747], [-0.0236, -0.3829, -0.0382], [-0.2711, 0.1152, -0.0574], [0.1709, -0.1061, -0.2555], [0.1273, 0.1627, 0.0445], [-0.1189, -0.0316, 0.3723], [0.0763, 0.0985, 0.0660], [-0.0672, -0.0591, -0.1773], [0.1906, 0.1703, -0.0874], [-0.0334, -0.2224, -0.3258], [-0.0331, 0.1759, 0.2332], [-0.0650, 0.1920, -0.3165], [0.0875, 0.1010, 0.1902], [-0.1248, -0.2125, -0.0400], [0.0325, 0.0306, 0.1985], [-0.5147, -0.0925, -0.0295], [-0.1328, 0.0571, 0.7667], [0.3835, -0.1394, -0.4620], [0.1746, -0.4453, -0.0752], [-0.0520, 0.4685, 0.0849], [0.0726, 0.0569, 0.0441], [-0.1227, -0.1131, 0.0983], [-0.0560, 0.0989, 0.1507], [-0.0385, -0.5832, 0.1745], [0.0094, 0.0253, 0.0022], [0.1016, 0.0259, -0.1616], [-0.0193, -0.0196, -0.0713], [-0.0226, -0.0218, -0.0219], [0.1060, 0.1168, 0.0007], [-0.0066, 0.2775, -0.1378], [-0.0082, 0.0683, 0.2390], [-0.0856, 0.0484, -0.3705], [-0.0629, -0.1337, -0.0848], [0.1215, -0.1106, -0.0063], [0.0570, -0.0141, -0.1110], [0.2459, -0.1001, 0.5249], [-0.0234, 0.0102, 0.0297], [-0.2170, 0.0856, 0.0536], [-0.0187, 0.0407, 0.0304], [0.0292, 0.0179, -0.0095], [-0.0759, -0.0546, -0.0544], [-0.1397, 0.0771, -0.2287], [-0.2372, 0.1741, 0.0213], [0.2493, -0.3810, 0.0592], [0.1570, 0.0070, -0.0291], [-0.0310, 0.0868, -0.1661], [0.1605, -0.0117, -0.1036], [-0.2057, 0.5034, -0.1652], [0.0125, -0.0112, 0.0145], [-0.0889, -0.0658, 0.1560], [-0.0705, -0.0276, 0.0093], [-0.0312, -0.0044, -0.0138], [0.0665, -0.0356, 0.0788], [0.0503, -0.2552, 0.0932], [0.0106, -0.2428, 0.2618], [0.2145, 0.3095, -0.3768], [0.0060, 0.1238, 0.0216], [-0.1606, -0.1234, -0.0617], [-0.1027, 0.0813, -0.1451], [-0.4397, -0.3221, 0.3071], [0.0153, 0.0277, -0.0094], [0.1646, 0.0129, 0.0976], [0.0534, -0.0593, 0.0124], [0.0087, -0.0331, 0.0013], [0.0525, 0.0996, 0.0078], [0.2347, 0.0977, -0.1254]]
}


| no. | electronic energy (Eh) |
| --- | --- |
| 1 | -3117.03441 |
| 2 | -1997.38547 |